{
  "formula": "C30H41I2O21P",
  "method": "ωB97M-V/def2-TZVPD",
  "symbols": ["I", "I", "P", "O", "O", "O", "O", "O", "O", "O", "O", "O", "O", "O", "O", "O", "O", "O", "O", "O", "O", "O", "O", "O", "C", "C", "C", "C", "C", "C", "C", "C", "C", "C", "C", "C", "C", "C", "C", "C", "C", "C", "C", "C", "C", "C", "C", "C", "C", "C", "C", "C", "C", "C", "H", "H", "H", "H", "H", "H", "H", "H", "H", "H", "H", "H", "H", "H", "H", "H", "H", "H", "H", "H", "H", "H", "H", "H", "H", "H", "H", "H", "H", "H", "H", "H", "H", "H", "H", "H", "H", "H", "H", "H", "H"],
  "coordinates": [[4.20453, -3.71095, 0.63977], [-4.31738, -1.32075, -2.05664], [-1.62663, -1.85186, 2.11125], [6.90665, -0.71367, 1.74107], [-3.34208, -5.51771, 1.07593], [-3.20011, 5.34157, 1.07993], [-3.34837, -7.52179, 2.12996], [-0.48943, 8.11172, -1.08678], [-7.53076, -0.18084, -5.82173], [3.49130, -2.41589, -2.48507], [1.20368, -3.49868, 2.03104], [1.77446, 8.05624, -1.03936], [-6.35368, 1.06123, -4.33575], [-2.06321, 3.97765, -0.30014], [6.96748, -0.88666, 3.99938], [-5.28427, -0.27750, -5.82023], [1.72512, 1.05404, -0.90138], [8.01213, -2.42465, 2.73604], [0.64112, 8.82441, 0.74221], [-2.63640, -2.60723, 0.92490], [-1.39797, -3.01563, 3.33698], [-3.03697, 3.13287, 1.57614], [3.81590, -1.07436, -2.47373], [-2.45856, -5.72652, 3.15190], [-6.38612, 0.27610, -5.23755], [7.34914, -1.95661, 4.85822], [-1.05594, 5.56557, -1.83680], [1.52167, -0.03281, -0.29308], [2.72960, -1.05206, -0.25911], [-2.49863, 6.16347, 0.14882], [-3.07525, -6.19068, 2.02622], [8.65620, -4.06915, 4.40046], [2.60019, -2.22105, 0.51738], [4.04236, 7.97118, -0.17731], [-2.38970, 0.34117, -0.35626], [0.11030, -0.28712, 0.42810], [8.45550, -2.60491, 4.07950], [-0.01903, -1.46645, 1.19235], [-5.75618, -1.35326, -6.62794], [0.54312, 8.31297, -0.51641], [-0.98290, 0.84575, 0.23769], [-7.13274, -0.88208, -6.99510], [-2.25696, 5.21456, -0.98760], [-2.61914, -7.99380, 3.26132], [-2.55657, -6.76654, 4.12119], [2.71613, 8.69800, -0.18046], [7.26189, -1.28579, 2.73004], [-2.28051, -0.54510, -1.68231], [-4.84988, -1.58710, -7.81590], [-2.79101, 4.06309, 0.85340], [4.05260, -0.67242, -1.09029], [-3.31623, -9.16616, 3.91452], [2.00091, 8.66630, 1.13766], [1.22349, -2.47456, 1.30257], [-5.22845, -2.39557, -8.44503], [-7.14513, -0.18236, -7.83678], [7.73854, -4.63978, 4.23399], [-1.58055, 6.51810, 0.62513], [7.68317, -1.57816, 5.82563], [-1.19538, 1.29077, 1.27767], [-3.06089, -0.17135, 0.42331], [-2.97163, 1.28989, -0.65281], [-3.40146, -9.99732, 3.21030], [2.09859, 7.71242, 1.66513], [-3.46107, -6.60097, 4.71431], [-1.31983, -3.89034, 2.85445], [-2.11069, -3.34476, 0.52355], [8.97168, -4.20382, 5.43724], [-4.75302, -0.68317, -8.42341], [9.41626, -4.50075, 3.74458], [-5.79231, -2.25157, -6.00141], [-0.88749, 4.79281, -2.59230], [3.92033, 6.92687, 0.12245], [-3.14531, 5.11020, -1.62056], [-3.84325, -1.84740, -7.47970], [4.99130, -1.13253, -0.64499], [2.61431, -2.46435, -2.92136], [-1.50845, -1.37824, -1.63522], [4.47136, 7.95999, -1.18218], [-1.62349, -8.29438, 2.91631], [-4.33453, -8.90396, 4.21389], [4.75127, 8.45167, 0.50021], [-2.08999, 0.17822, -2.55520], [6.48100, -2.60613, 5.00756], [-3.10345, 7.02239, -0.14417], [-1.19758, 6.51989, -2.33978], [-1.68948, -6.76281, 4.78344], [-2.76733, -9.50824, 4.79442], [4.16264, 0.47095, -1.11608], [9.40060, -2.06266, 4.19586], [2.85187, 9.72411, -0.53992], [-7.81598, -1.70656, -7.20548], [-0.64201, 1.72149, -0.40963], [-0.14627, 5.61671, -1.23413], [2.30926, 9.47517, 1.80176]],
  "forces_ev_per_angstrom": [[-1.454, 1.122, 0.152], [1.080, 0.133, 0.031], [-1.753, 0.276, 0.678], [0.236, -0.404, 0.717], [0.338, -0.433, 0.589], [0.133, -0.740, -0.004], [0.186, 0.762, -0.081], [0.762, 0.693, 0.582], [0.375, 0.171, 0.215], [-0.537, -1.933, -0.302], [-0.593, 3.232, -2.312], [-0.810, 0.171, 0.218], [-0.074, -0.593, -0.780], [-0.541, -0.107, 0.817], [0.089, -0.107, -0.538], [-0.596, 0.258, 0.284], [-0.923, -3.482, 1.959], [-0.351, 0.649, -0.025], [-0.194, -0.273, -0.543], [2.976, -0.181, 1.181], [0.206, -0.109, -3.270], [0.324, 0.966, -0.786], [0.604, 2.123, 0.892], [-0.236, -0.235, -0.568], [0.163, 0.799, 0.926], [-0.043, 0.215, 0.632], [0.092, -0.752, -0.349], [0.711, 2.238, -1.083], [0.071, -1.528, 1.529], [-0.236, 0.609, -0.005], [-0.370, 0.353, -0.817], [0.039, -0.234, -0.394], [-0.920, 2.498, -1.293], [0.013, -0.275, -0.376], [-0.595, 0.307, -0.138], [0.649, -1.119, 0.385], [0.364, -0.968, 0.456], [1.880, -0.063, -1.573], [0.569, -0.477, -0.811], [-0.573, -0.021, -0.406], [-0.400, -0.217, 0.429], [-0.536, -0.321, -0.194], [0.736, 0.551, -0.917], [-0.190, -0.950, 0.584], [0.440, 0.150, 0.628], [1.170, -0.216, 0.116], [-0.355, 0.429, -0.899], [0.149, 1.400, 0.252], [0.405, 0.189, 0.083], [-0.268, -0.897, 0.739], [-1.408, 0.403, 0.581], [-0.296, -0.177, -0.291], [0.141, 0.329, 0.585], [0.933, -1.866, 1.196], [-0.020, 0.030, 0.098], [0.174, -0.085, -0.015], [-0.007, 0.156, 0.075], [0.000, -0.059, -0.171], [-0.100, 0.147, -0.154], [0.245, -0.706, -1.486], [1.355, 0.643, -1.102], [0.913, -1.393, 0.501], [0.120, 0.042, 0.093], [0.135, 0.004, -0.134], [-0.004, -0.160, -0.077], [0.082, 0.938, 1.210], [-1.008, 0.512, 0.151], [-0.004, 0.084, -0.065], [-0.150, -0.045, 0.061], [0.018, 0.077, 0.135], [-0.112, 0.060, -0.007], [-0.129, 0.014, 0.047], [-0.079, 0.124, 0.080], [-0.029, 0.040, 0.129], [-0.127, -0.092, -0.016], [-1.324, 0.337, -0.591], [0.564, 0.380, 0.330], [-1.255, 0.977, -0.080], [0.009, 0.109, 0.114], [-0.002, 0.122, 0.051], [0.130, 0.108, 0.025], [-0.097, 0.032, -0.045], [-0.105, -1.427, 1.199], [0.143, -0.115, -0.057], [-0.015, -0.124, 0.184], [-0.052, -0.220, 0.068], [-0.035, 0.190, -0.152], [0.026, 0.065, -0.084], [-0.240, -1.819, -0.126], [-0.102, 0.068, 0.047], [-0.098, -0.015, 0.093], [-0.054, 0.152, 0.163], [0.047, -1.532, 0.869], [-0.155, 0.056, 0.018], [-0.235, -0.024, -0.062]],
  "lowdin_charge": [0.88, 0.75, 0.95, 0.14, 0.17, 0.07, 0.09, 0.13, 0.06, -0.09, -0.02, 0.09, 0.13, 0.07, 0.07, 0.06, 0.05, 0.08, 0.07, -0.34, -0.32, 0.14, -0.17, 0.04, -0.56, -0.11, -0.03, -0.20, -0.13, -0.10, -0.52, -0.02, -0.46, -0.02, -0.33, -0.10, -0.35, -0.19, -0.35, -0.52, -0.15, -0.11, -0.32, -0.34, -0.10, -0.34, -0.54, -0.60, -0.02, -0.53, -0.13, -0.02, -0.10, -0.32, 0.09, 0.14, 0.09, 0.13, 0.14, 0.13, 0.06, 0.10, 0.09, 0.14, 0.15, 0.04, 0.05, 0.09, 0.09, 0.09, 0.16, 0.09, 0.09, 0.16, 0.09, 0.09, 0.12, 0.05, 0.09, 0.16, 0.09, 0.09, 0.06, 0.14, 0.15, 0.08, 0.15, 0.09, 0.14, 0.16, 0.16, 0.14, 0.11, 0.09, 0.14],
  "relative_energy_ev": 3.175,
  "smiles": "O=C1C(COO)=C(I)C(=O)C(P(O)O)=C1CCCI.C[C@@H]1COC(=O)O1.C[C@@H]1COC(=O)O1.C[C@@H]1COC(=O)O1.C[C@@H]1COC(=O)O1.C[C@@H]1COC(=O)O1",
  "orbital_gap_ev": 7.165,
  "e_tot_ev": -100258.2409
}